1.
Here is a 3-piece molecular cluster, C29H61N7O5 overall at a distorted geometry from the OMol25 dataset. Energies are from ωB97M-V/def2-TZVPD.

```
102
Properties=species:S:1:pos:R:3:lowdin_charge:R:1
O -3.98702 -2.35923 -0.08920 -0.189
O 5.33763 3.79891 -6.90747 -0.195
O 3.41767 1.68935 -3.30656 -0.219
O 4.92194 2.61076 0.00933 0.069
O -7.89984 -2.21472 2.29613 -0.195
N 3.37799 -2.87300 -0.95620 0.085
N 1.79616 -2.73266 0.82377 0.107
N 1.27183 2.57722 2.72247 0.214
N -6.31362 -0.38166 0.57668 -0.049
N 4.40109 -0.80563 1.83310 0.211
N 1.01297 -2.74583 -1.33905 0.074
N 3.24318 1.74199 -6.43097 -0.050
C 2.28472 1.24073 -5.45308 -0.199
C 2.25253 1.90521 -4.08070 -0.222
C 4.48415 2.60302 -3.52616 -0.075
C 3.01668 3.11864 -6.85185 -0.217
C 2.75450 1.62876 -0.20131 -0.075
C 0.32970 1.53516 6.36568 -0.110
C -7.44322 -1.71754 3.53849 -0.116
C 2.24466 -0.73692 -0.75923 -0.069
C -8.44822 -1.22537 1.43329 -0.217
C -4.77605 -1.65037 -1.02579 -0.226
C 3.63509 -0.21934 1.20807 -0.170
C -0.12568 0.24245 0.67845 -0.140
C -4.69631 -3.21984 0.78400 -0.097
C 1.29016 1.55195 2.20480 -0.200
C -0.04871 -2.23541 3.86220 -0.201
C -1.31337 -0.11477 2.97943 -0.190
C -1.34326 0.51857 1.58521 -0.177
C 0.04176 -1.64110 5.27650 -0.202
C 2.12496 -2.27631 -0.51160 -0.658
C -7.57161 -1.02227 0.21629 -0.216
C 3.84703 2.40325 0.50841 -0.248
C 1.22540 0.33084 1.39216 -0.236
C 2.45454 0.20866 0.43359 -0.343
C -5.32732 -0.32999 -0.49723 -0.200
C -1.16570 -1.65125 2.98180 -0.183
C 1.07782 0.23405 6.67876 -0.253
C 6.38722 2.90422 -7.22032 -0.115
C 1.23209 -0.68500 5.45792 -0.222
C 4.16576 3.62900 -7.69464 -0.218
H -0.24062 -0.72618 0.19088 0.102
H -1.48808 1.59812 1.64499 0.113
H -4.02771 -4.03686 1.05631 0.088
H -5.75719 0.22736 -1.33569 0.119
H 5.16933 2.24206 -4.29724 0.076
H -8.22659 -1.15198 4.05151 0.088
H -2.21355 0.10659 1.06541 0.101
H 1.31022 -0.05275 4.56567 0.082
H 6.14284 1.87239 -6.94518 0.080
H -0.57782 0.37024 3.62023 0.070
H -8.59572 -0.28179 1.96646 0.122
H -0.13602 0.98478 -0.12663 0.123
H 0.93122 -2.16843 3.38312 0.081
H -5.56173 -2.29998 -1.42947 0.111
H 2.02837 2.97683 -4.13831 0.114
H 1.43222 1.44552 -3.51868 0.116
H 0.98793 2.31068 5.97447 0.067
H -0.86806 -1.09105 5.53658 0.111
H -4.98318 -2.70397 1.70503 0.071
H -0.11849 1.93067 7.28028 0.067
H 1.39235 -0.40080 -1.34486 0.113
H 3.61480 2.77993 1.52084 0.115
H 1.28122 -0.49979 2.10047 0.111
H -1.07258 -2.02707 1.95815 0.098
H 3.11235 -0.59834 -1.40787 0.122
H 4.18355 -2.36626 -0.60698 0.066
H 3.11945 1.45878 -1.21494 0.089
H 1.26681 -2.69633 -2.31654 0.078
H -6.56043 -1.07830 3.42544 0.079
H 7.26034 3.21688 -6.65042 0.089
H 2.90220 3.80481 -6.00141 0.107
H -9.42780 -1.58398 1.10491 0.122
H 2.53600 -2.57266 1.49268 0.065
H 1.28248 1.29939 -5.88983 0.119
H 0.15396 -2.43236 6.02053 0.110
H -7.17340 -2.57554 4.15193 0.088
H 3.42489 -3.83847 -0.65279 0.079
H -2.10170 -2.07893 3.34881 0.108
H 2.09674 3.16068 -7.44265 0.123
H 4.11413 3.59317 -3.80268 0.094
H 6.63259 2.93847 -8.28590 0.087
H -5.58700 -3.63845 0.30904 0.089
H 5.04076 2.68258 -2.59246 0.077
H 0.76993 -3.69246 -1.07727 0.074
H -4.10890 -1.41331 -1.85914 0.121
H 2.16902 -1.24295 5.51704 0.112
H 2.05521 0.48957 7.08814 0.101
H -2.27650 0.12324 3.43825 0.114
H 4.17429 1.66705 -6.04188 0.072
H 4.35558 2.95870 -8.53795 0.122
H 0.90128 -2.40281 1.15292 0.040
H -0.25630 -3.30431 3.95930 0.109
H -5.91062 -0.87318 1.36415 0.070
H 2.50149 0.18023 -5.30062 0.119
H -4.48132 0.25702 -0.12936 0.107
H -7.42374 -2.00536 -0.25151 0.107
H -0.48265 1.39178 5.65119 0.057
H 0.51016 -0.30471 7.44259 0.101
H 1.83798 2.21412 -0.28677 0.131
H 3.89684 4.60970 -8.09725 0.121
H -8.10011 -0.38649 -0.50021 0.124
```

The multiplicity is 1. The HOMO-LUMO gap comes out at 9.41 eV. Its energy above the lowest of the compared OMol25 structures with the same formula, charge and spin is 0.00 kcal per mole. The largest force on an atom comes out at 1.7 eV/A.


2.
Here is a 12-piece molecular cluster, C29H62BrCl22O5PSi overall at a distorted geometry from the OMol25 dataset. Energies are from ωB97M-V/def2-TZVPD.

```
121
Properties=species:S:1:pos:R:3:lowdin_charge:R:1
Br -1.30355 -4.01827 -0.64750 0.244
Cl -6.03153 -2.62821 4.89630 0.537
Cl 2.27789 -4.94828 -1.50891 0.510
Cl 4.49920 -3.57676 -5.17121 0.606
Cl 3.75798 -0.12766 -6.98970 0.545
Cl 0.51829 6.23715 12.37879 0.537
Cl 0.14643 3.49809 -8.64663 0.540
Cl -5.63824 -0.38526 -2.91800 0.537
Cl -6.96582 -1.70439 -0.08785 0.555
Cl 1.02061 9.20123 5.72694 0.522
Cl 3.99919 -7.61013 -3.40603 0.526
Cl 0.30727 -2.78781 -5.24717 0.561
Cl -1.12914 0.43784 -7.99545 0.603
Cl -2.43417 -4.48540 -6.35163 0.534
Cl -0.89491 7.69786 3.35260 0.530
Cl 2.46312 0.29462 -10.13200 0.536
Cl 4.84718 -3.21049 -0.12408 0.624
Cl 2.04853 -8.33323 -0.68391 0.533
Cl 2.59077 -4.20844 -7.89408 0.572
Cl -0.26503 2.14935 7.14140 0.591
Cl -5.42063 0.64318 4.19402 0.544
Cl -1.18128 7.47148 9.70664 0.576
Cl 1.36784 5.08301 6.76738 0.564
P -3.15754 -3.04018 0.14416 0.351
Si -2.49922 -0.99018 0.81261 0.378
O -3.85898 -0.14389 1.24996 -0.253
O 1.76016 0.24851 1.32113 -0.163
O 0.90269 2.90030 3.10267 -0.132
O -0.94760 0.48096 2.31260 -0.239
O -3.47199 -3.85418 1.53429 -0.441
C 0.78507 8.26814 3.16799 -0.662
C -2.03526 1.86067 -8.56857 -0.644
C -7.05033 0.22645 -2.01739 -0.661
C 4.34244 -3.86326 -7.87933 -0.643
C -0.89913 -3.64913 -4.24927 -0.671
C 2.07497 -0.42435 -7.51973 -0.686
C -1.42483 -4.88046 -4.93357 -0.654
C 1.18223 7.22890 11.05421 -0.660
C -6.52320 -0.45723 3.31564 -0.678
C -0.30070 2.37371 3.63219 -0.199
C -0.41765 0.88417 3.56351 -0.201
C 3.01621 -9.47265 -1.65481 -0.661
C -0.28631 4.85852 7.39893 -0.656
C 1.99973 -0.94386 -8.92886 -0.689
C 3.68518 -1.09553 2.01927 -0.102
C -6.90195 0.01998 -0.53325 -0.660
C 4.42046 -3.30863 -1.85743 -0.668
C 2.28165 1.53059 1.61922 -0.186
C 4.29393 -8.85757 -2.16533 -0.658
C -0.41638 3.58611 8.19080 -0.637
C 1.58064 8.10425 4.43565 -0.669
C -1.31083 -0.88328 2.26413 -0.310
C -1.20371 2.70584 -9.49836 -0.660
C 1.16568 2.55580 1.74540 -0.167
C 0.18968 8.24265 10.54863 -0.639
C 2.93372 -3.38935 -2.07796 -0.659
C 2.74299 -0.67835 0.90199 -0.286
C 5.00852 -4.42759 -6.65393 -0.632
C -7.18918 -1.44146 4.23840 -0.657
H 6.08766 -4.31068 -6.73429 0.076
H 2.72372 -3.32686 -3.14400 0.012
H -7.66640 -0.94342 5.07824 0.066
H 2.39417 -9.82465 -2.47343 0.067
H -3.54848 0.67647 1.65937 0.046
H 4.90420 -9.62924 -2.63126 0.071
H 1.65859 -1.16091 -6.83771 0.000
H 2.62578 8.34184 4.24557 0.074
H -1.39871 3.54554 8.65738 0.078
H 4.77933 -5.48214 -6.52418 0.067
H 3.25444 -10.31433 -1.00685 0.071
H -1.82142 3.49341 -9.92633 0.072
H 2.64289 -1.80347 -9.07240 0.009
H -2.35377 2.42452 -7.69608 0.068
H -0.78212 2.10913 -10.30327 0.065
H -7.27748 0.16538 2.83696 0.069
H -1.16995 2.84535 3.16359 0.135
H -1.85349 -1.16325 3.17675 0.091
H 2.39895 -2.58952 -1.57147 0.056
H -1.09456 0.55441 4.36088 0.122
H 4.76801 -4.31970 -8.77129 0.078
H 2.05830 7.74268 11.44521 0.074
H 0.34286 3.51248 8.96475 0.068
H 2.19449 -1.55602 0.56120 0.103
H 3.30849 -0.27556 0.05644 0.115
H -7.12846 1.29138 -2.22898 0.072
H 0.67677 8.89832 9.82906 0.073
H -2.05042 -5.43698 -4.23807 0.073
H -1.86584 -0.33325 -0.35192 0.004
H 1.51343 7.08838 4.81570 0.013
H 0.74900 9.30742 2.85257 0.066
H -0.96844 4.86866 6.55230 0.073
H -7.71746 0.51828 -0.01062 0.072
H -0.43943 -1.53930 2.17748 0.090
H 4.92425 -4.17668 -2.27258 0.044
H -5.94605 -0.96084 2.54604 0.019
H 3.00868 1.83173 0.85836 0.125
H -0.61415 -5.52092 -5.27099 0.070
H 4.19426 -2.02204 1.77349 -0.020
H -0.21732 8.84462 11.35622 0.069
H -0.31286 2.64763 4.68381 0.045
H 0.54898 0.40949 3.74965 0.137
H -7.94086 -2.00045 3.68395 0.073
H -0.40032 -3.92944 -3.32670 -0.009
H 1.49528 3.47223 1.25763 0.121
H -2.84728 -3.62892 2.23455 0.036
H 1.49560 6.55558 10.26013 0.061
H 4.44437 -0.33053 2.17500 0.074
H 4.81680 -2.41375 -2.33426 0.067
H 0.26856 2.21569 1.23268 0.125
H 2.81342 1.52326 2.57448 0.128
H -2.91591 1.49188 -9.09114 0.073
H -7.93362 -0.27574 -2.40282 0.067
H 1.52596 0.50530 -7.41282 0.020
H 1.23880 7.67339 2.37738 0.072
H 4.85982 -8.39782 -1.35946 0.069
H -0.49742 5.71576 8.03401 -0.013
H 0.97565 -1.23542 -9.15228 0.051
H -1.69775 -2.95056 -4.01417 0.068
H -5.95553 0.41248 -0.16792 0.050
H 4.47248 -2.78462 -7.93564 0.032
H 3.12406 -1.17222 2.94784 0.081
```

The multiplicity is 1. The HOMO-LUMO gap comes out at 8.96 eV. The largest force on an atom comes out at 1.4 eV/A.


| no. | energy (a.u.) |
| --- | --- |
| 1 | -1900.9480 |
| 2 | -14847.5445 |